[1]
Below is a structure of composition C35H48BIrN10O2S5, with properties calculated with ωB97M-V with the def2-TZVPD basis set.

Last column: Löwdin charge in e.
Geometry (Å):
Ir1 11.948 14.273 11.033  0.85
S1 11.913 14.125 13.669  1.04
S2 9.739 13.945 10.711  0.73
S3 16.449 15.903 11.061  1.23
S4 10.795 18.774 12.289  1.18
S5 12.521 13.622 8.922  0.69
O1 14.364 15.207 14.297  0.05
O2 12.408 16.156 15.160  -0.12
N1 10.398 11.692 11.920  0.01
N2 9.186 16.748 11.578  0.14
N3 10.278 10.575 12.789  0.23
N4 11.806 9.899 10.258  0.23
N5 15.553 13.546 10.320  0.15
N6 13.988 11.024 12.098  0.17
N7 13.934 15.220 11.012  -0.08
N8 11.554 16.465 11.394  -0.06
N9 12.986 11.913 12.435  -0.03
N10 12.027 11.277 10.101  0.01
C1 8.815 9.335 14.291  -0.55
C2 10.453 17.126 11.618  -0.60
C3 13.587 11.529 6.746  -0.03
C4 12.210 9.730 7.920  0.09
C5 6.827 12.415 10.773  -0.01
C6 12.434 11.840 8.970  -0.49
C7 7.969 11.957 11.627  -0.22
C8 15.964 8.558 13.585  -0.03
C9 15.952 9.418 11.235  -0.06
C10 11.124 7.792 9.228  -0.53
C11 7.862 10.962 12.563  0.08
C12 13.063 17.098 16.071  0.01
C13 11.668 9.221 9.128  -0.17
C14 13.740 12.233 14.666  -0.23
C15 13.471 12.641 16.087  -0.01
C16 7.711 9.731 15.266  -0.05
C17 15.171 14.787 10.761  -0.62
C18 15.241 17.005 11.600  -0.22
C19 12.761 10.988 7.852  -0.22
C20 8.986 10.363 13.189  -0.16
C21 16.119 9.849 12.703  -0.54
C22 13.979 16.482 11.507  -0.32
C23 8.429 8.016 13.602  -0.02
C24 17.375 10.616 13.077  -0.04
C25 10.107 9.291 15.147  -0.04
C26 11.175 7.252 10.619  -0.07
C27 9.313 12.395 11.451  -0.46
C28 11.903 6.870 8.260  -0.03
C29 12.876 12.560 13.595  -0.43
C30 9.594 7.869 8.848  -0.01
C31 14.884 10.750 13.025  -0.18
C32 12.480 18.423 12.153  -0.26
C33 14.701 11.286 14.342  0.05
C34 12.715 17.160 11.701  -0.30
C35 13.126 15.231 14.481  -0.69
B1 11.844 12.025 11.407  -0.69
H1 14.973 8.926 11.060  0.08
H2 8.128 7.259 14.295  0.09
H3 17.328 11.091 14.092  0.09
H4 11.642 5.809 8.353  0.10
H5 12.307 17.570 16.666  0.09
H6 12.956 12.074 6.073  0.10
H7 13.680 17.818 15.558  0.09
H8 9.265 7.539 13.125  0.06
H9 13.697 16.579 16.838  0.12
H10 5.961 11.893 11.216  0.10
H11 15.987 8.827 14.672  0.09
H12 15.052 8.037 13.282  0.08
H13 6.893 10.513 12.823  0.15
H14 11.011 9.194 14.543  0.07
H15 18.323 9.909 13.034  0.14
H16 16.781 8.743 10.950  0.10
H17 9.038 8.417 9.588  0.07
H18 7.894 10.757 15.694  0.11
H19 10.458 7.822 11.306  0.08
H20 13.948 11.867 16.668  0.09
H21 10.885 6.212 10.653  0.09
H22 7.572 8.068 12.867  0.11
H23 13.906 13.552 16.510  0.10
H24 11.797 7.198 7.199  0.09
H25 9.290 6.857 8.813  0.08
H26 10.030 8.492 15.967  0.13
H27 17.493 11.436 12.386  0.06
H28 6.733 9.699 14.837  0.07
H29 9.100 15.700 11.453  -0.01
H30 6.958 12.138 9.725  0.11
H31 14.757 13.129 9.816  0.05
H32 13.008 6.974 8.419  0.11
H33 9.375 8.380 7.873  0.11
H34 7.778 9.050 16.156  0.12
H35 12.185 7.237 11.081  0.10
H36 12.408 12.663 16.216  0.08
H37 16.800 7.850 13.425  0.10
H38 15.467 18.037 11.824  0.11
H39 8.370 17.349 11.727  0.15
H40 15.901 10.301 10.606  0.06
H41 15.401 10.967 15.137  0.13
H42 10.131 10.239 15.685  0.08
H43 6.624 13.473 10.757  0.08
H44 13.352 19.165 12.299  0.15
H45 12.249 9.185 6.967  0.14
H46 16.443 13.555 9.811  0.13
H47 14.421 12.161 7.050  0.08
H48 13.993 10.619 6.232  0.12

Results
E_HOMO (alpha / beta) ... -13.1 / -16.0 eV
Charge ... +3
Relative energy (zero: lowest compared OMol25 entry of this formula, charge and spin) ... 23.59 kcal per mole
Gap between HOMO and LUMO (alpha / beta) ... 4.62 / 4.58 eV
Spin multiplicity ... 6
<S²> ... 8.82

=====

[2]
Below is a structure of composition C31H58AuBN8, with properties calculated with ωB97M-V with the def2-TZVPD basis set.

Last column: Löwdin charge in e.
Geometry (Å):
Au1 0.728 0.213 0.231  1.12
N1 -1.228 2.320 -0.898  0.04
N2 0.095 2.023 -0.793  -0.01
N3 -0.689 0.852 1.662  -0.02
N4 -1.958 1.102 1.200  0.06
N5 -2.393 -0.013 -1.064  0.09
N6 -1.748 -1.009 -0.601  0.16
N7 1.658 -0.545 -1.608  -0.05
N8 2.244 -1.060 1.412  -0.03
C1 -2.832 5.246 -0.341  -0.03
C2 0.802 3.058 -1.230  -0.25
C3 2.295 3.073 -1.182  -0.38
C4 -4.751 2.702 1.809  -0.04
C5 2.796 4.204 -0.282  -0.04
C6 -2.212 -2.178 -1.254  -0.14
C7 -1.644 -3.500 -0.878  -0.35
C8 -0.083 4.062 -1.642  0.07
C9 -0.957 -4.147 -2.089  -0.03
C10 -3.292 -0.441 -2.082  -0.10
C11 -4.296 1.300 2.220  -0.34
C12 0.544 -0.893 4.377  -0.05
C13 -1.357 3.573 -1.397  -0.19
C14 -0.707 -3.426 0.322  -0.07
C15 0.481 0.532 3.822  -0.38
C16 3.830 -1.655 -1.099  -0.18
C17 0.540 1.571 4.944  -0.04
C18 2.881 3.178 -2.591  -0.05
C19 3.603 -0.483 1.213  -0.23
C20 -2.709 5.082 -2.856  -0.04
C21 -0.743 0.729 2.984  -0.26
C22 3.132 -0.527 -1.857  -0.21
C23 -2.807 1.109 2.253  -0.17
C24 -4.996 0.185 1.442  -0.03
C25 4.464 -1.286 0.247  -0.18
C26 -4.124 0.417 -2.970  -0.33
C27 -2.653 4.307 -1.541  -0.37
C28 -2.066 0.875 3.400  0.07
C29 -3.260 1.450 -3.700  -0.02
C30 -3.172 -1.810 -2.172  0.07
C31 -5.324 1.069 -2.265  -0.02
B1 -2.273 1.419 -0.258  -0.48
H1 -3.820 5.704 -0.365  0.09
H2 1.339 0.720 3.163  0.11
H3 -5.808 2.817 2.045  0.09
H4 -0.298 1.448 5.630  0.09
H5 -3.901 2.078 -4.316  0.10
H6 3.481 0.546 0.863  0.09
H7 2.467 4.042 -3.111  0.09
H8 -4.587 1.183 3.268  0.14
H9 -3.468 3.582 -1.526  0.10
H10 3.521 0.448 -1.576  0.10
H11 1.457 1.453 5.520  0.09
H12 -2.533 4.439 -3.718  0.08
H13 -4.628 2.896 0.744  0.05
H14 -6.077 0.302 1.513  0.10
H15 -4.202 3.467 2.358  0.09
H16 -0.373 -4.430 0.583  0.10
H17 1.983 -1.019 2.392  0.04
H18 -0.063 -3.584 -2.368  0.08
H19 -1.188 -2.984 1.194  0.08
H20 1.369 -1.517 -1.705  0.07
H21 -1.613 -4.187 -2.957  0.09
H22 -5.013 1.840 -1.563  0.06
H23 2.229 -2.048 1.176  0.09
H24 -2.443 0.854 4.408  0.13
H25 2.312 4.180 0.695  0.09
H26 -4.735 -0.795 1.844  0.09
H27 3.130 -2.490 -0.985  0.11
H28 -2.501 -4.130 -0.607  0.16
H29 -3.739 -2.414 -2.859  0.14
H30 -3.354 1.875 -0.360  0.09
H31 0.174 5.031 -2.030  0.13
H32 -1.962 5.875 -2.873  0.09
H33 4.799 -2.203 0.736  0.12
H34 -2.726 2.089 -3.000  0.05
H35 4.625 -2.053 -1.730  0.12
H36 3.873 4.125 -0.138  0.09
H37 3.963 3.305 -2.555  0.09
H38 -2.724 4.712 0.605  0.07
H39 -5.950 1.534 -3.025  0.10
H40 1.446 -1.035 4.974  0.09
H41 1.172 -0.038 -2.344  0.09
H42 4.114 -0.425 2.176  0.13
H43 0.507 2.584 4.547  0.09
H44 -2.089 6.044 -0.364  0.09
H45 2.593 5.175 -0.734  0.09
H46 0.527 -1.643 3.581  0.07
H47 2.599 2.120 -0.733  0.08
H48 -5.926 0.331 -1.739  0.09
H49 -4.530 -0.272 -3.715  0.15
H50 3.289 -0.648 -2.930  0.13
H51 -3.684 5.552 -2.971  0.09
H52 -0.310 -1.091 5.024  0.10
H53 -4.733 0.204 0.385  0.04
H54 -2.535 0.964 -4.352  0.10
H55 -0.651 -5.164 -1.851  0.10
H56 0.178 -2.827 0.089  0.04
H57 2.654 2.297 -3.196  0.07
H58 5.367 -0.702 0.060  0.13

Results
E_HOMO (alpha / beta) ... -13.6 / -14.2 eV
Charge ... +2
Gap between HOMO and LUMO (alpha / beta) ... 9.11 / 5.66 eV
Spin multiplicity ... 3
<S²> ... 2.01

=====

[3]
Below is a structure of composition C8H4F3NNiO4S3Sb, with properties calculated with ωB97M-V with the def2-TZVPD basis set.

Last column: Löwdin charge in e.
Geometry (Å):
Sb1 -0.843 3.384 1.307  0.25
Ni1 -1.690 1.099 0.162  -0.17
S1 -1.299 1.320 2.448  -0.03
S2 -2.814 3.068 -0.063  -0.02
S3 -1.230 5.114 2.815  -0.37
F1 2.877 2.843 -1.952  0.10
F2 3.257 1.087 -0.765  0.09
F3 2.060 2.684 0.046  0.05
O1 -3.017 -0.314 -0.361  -0.08
O2 -0.068 1.698 -1.154  -0.11
O3 -3.274 -2.459 -0.901  -0.01
O4 1.176 0.502 -2.606  0.04
N1 -0.462 -0.690 0.298  0.05
C1 0.677 -3.204 0.404  -0.08
C2 2.292 1.981 -1.091  -0.51
C3 -0.628 -3.041 -0.021  -0.01
C4 1.405 -2.082 0.773  -0.06
C5 0.957 1.287 -1.708  -0.63
C6 0.788 -0.845 0.711  -0.13
C7 -1.164 -1.761 -0.067  -0.15
C8 -2.620 -1.501 -0.497  -0.62
H1 -1.249 -3.872 -0.320  0.11
H2 2.437 -2.161 1.085  0.10
H3 1.309 0.053 1.018  0.10
H4 1.125 -4.189 0.437  0.09

Results
E_HOMO (alpha / beta) ... -1.7 / -1.9 eV
Charge ... -2
Relative energy (zero: lowest compared OMol25 entry of this formula, charge and spin) ... 54.90 kcal per mole
Gap between HOMO and LUMO (alpha / beta) ... 6.62 / 5.69 eV
Spin multiplicity ... 2
<S²> ... 0.77

=====

[4]
Below is the molecule C6H12N2O, with properties calculated with ωB97M-V with the def2-TZVPD basis set.

Last column: Löwdin charge in e.
Geometry (Å):
O1 0.307 -2.403 0.480  0.14
N1 -0.067 -0.728 -1.055  0.11
N2 0.047 2.156 0.299  0.14
C1 -1.963 0.673 -1.434  -0.14
C2 -0.440 1.046 0.671  -0.41
C3 2.244 -1.088 -0.164  0.02
C4 0.816 -1.535 -0.176  -0.42
C5 -0.370 0.616 2.109  -0.05
C6 -1.181 0.094 -0.330  -0.38
H1 0.266 1.291 2.680  0.08
H2 -0.017 -0.413 2.213  0.07
H3 2.694 -1.180 -1.157  0.10
H4 0.447 -0.049 -1.620  0.15
H5 -1.669 -0.690 0.264  0.12
H6 2.304 -0.035 0.131  0.10
H7 -1.481 0.737 -2.408  -0.03
H8 -0.645 -1.295 -1.701  0.17
H9 -0.191 2.299 -0.695  0.04
H10 -2.525 1.566 -1.184  0.00
H11 -1.377 0.636 2.537  0.09
H12 2.802 -1.699 0.541  0.10

Results
E_HOMO ... -6.0 eV
Relative energy (zero: lowest compared OMol25 entry of this formula, charge and spin) ... 97.67 kcal per mole
Gap between HOMO and LUMO ... 5.94 eV